No. 1
The following is a DFT calculation (the ωB97M-V functional and the def2-TZVPD basis) of a structure of composition C21H36BMnN6O7P2S3 at a distorted geometry.

Structure (XYZ):
```
77
Properties=species:S:1:pos:R:3:forces:R:3
C -1.837 -5.092 -2.847 0.1 0.3 0.0
H -0.665 4.315 0.669 0.0 0.1 0.1
S 0.249 2.058 0.064 0.3 -0.3 0.6
C -4.055 4.042 0.164 0.3 -0.1 -0.1
N -1.010 1.612 -2.295 -0.2 0.5 0.2
N -0.315 -0.758 -2.904 -0.3 -0.4 -0.2
C 2.083 2.209 -2.816 0.3 0.3 -0.1
H -4.336 4.555 1.080 0.0 0.0 0.1
H 5.062 2.813 -0.152 0.0 0.2 0.0
Mn 0.212 -0.559 0.951 -0.2 0.2 -1.9
H 5.488 -0.405 -1.995 0.1 0.0 -0.1
C 4.449 0.759 -0.494 0.6 -0.3 0.5
B 0.031 0.738 -3.012 0.0 -0.1 0.5
H -2.516 -5.860 -2.486 -0.1 0.0 0.1
C -2.634 3.497 0.337 -0.1 0.4 0.6
H 4.001 3.014 -2.140 0.1 0.2 0.0
C 0.199 -1.632 -3.820 0.0 -0.3 -0.3
H -1.553 -1.474 3.188 -0.3 -0.4 0.0
C 5.102 -0.536 -0.985 -0.1 0.1 0.0
O 0.231 -2.634 1.170 0.0 0.5 -0.1
H 0.919 -1.313 -4.546 0.1 0.0 -0.1
H -2.216 -3.168 -0.019 0.0 -0.1 0.0
H 4.366 -1.335 -0.996 0.1 0.0 0.0
O 1.206 0.222 2.622 -0.2 -0.1 -0.6
C -2.942 2.639 -2.020 -0.2 -0.1 -0.5
H 3.203 -0.227 0.992 0.1 0.1 0.0
H -3.281 1.685 1.307 -0.1 -0.1 0.0
H -4.264 -4.073 -2.087 -0.1 -0.1 0.1
H -0.164 -3.765 -4.119 0.0 -0.2 -0.1
C 2.231 0.368 -1.634 0.1 -0.6 -0.2
C -2.202 1.921 -2.889 -0.4 0.2 -0.1
H -0.896 -4.261 -0.361 0.1 0.0 0.0
P 0.396 -3.259 2.522 0.1 -0.3 0.5
C 3.251 2.255 -2.143 -0.2 0.5 -0.4
H -3.659 -3.162 -3.477 0.0 0.0 -0.1
N -2.210 2.782 -0.869 0.4 -0.5 -0.5
H 6.294 1.603 0.187 0.0 -0.1 0.1
C -1.029 2.126 -1.048 0.5 0.3 0.1
N 1.451 1.037 -2.507 0.5 -0.1 0.1
H -4.766 3.238 -0.006 -0.1 -0.1 0.0
C -3.542 -3.325 -2.405 0.1 0.0 0.0
C -2.633 2.532 1.523 0.1 0.0 -0.1
H -1.967 5.243 1.434 -0.1 0.0 0.1
C -2.115 -3.791 -2.089 -0.7 -0.4 0.3
H 1.648 2.918 -3.490 -0.1 0.1 -0.1
H 4.716 0.418 1.620 0.2 0.0 0.1
C 3.902 0.605 0.925 -0.2 -0.1 -0.1
C -1.935 -4.044 -0.595 0.0 0.1 0.0
H -0.817 -5.424 -2.671 0.1 -0.1 0.0
H -3.920 3.050 -2.140 -0.2 0.1 0.0
C -1.142 -1.451 -2.098 -0.5 0.4 0.2
O 0.922 -2.116 3.564 -0.3 0.0 -0.4
H -1.034 -4.278 3.659 -0.2 -0.5 0.4
C 5.495 1.877 -0.495 -0.3 -0.1 -0.1
H -2.554 -4.878 -0.278 -0.1 -0.2 -0.1
O 1.177 -4.492 2.685 0.0 -0.1 0.2
H -0.012 1.024 -4.173 0.0 0.1 -0.3
C -1.682 4.679 0.549 0.0 -0.1 0.0
H -4.113 4.758 -0.653 0.0 0.1 -0.1
H 5.925 2.013 -1.485 0.1 0.1 -0.1
O -1.127 -3.499 3.117 0.3 0.4 -0.6
H -2.430 1.593 -3.882 -0.1 0.0 -0.2
H -3.738 -2.391 -1.883 -0.1 0.0 0.0
H 5.918 -0.814 -0.324 0.1 0.0 0.1
H 3.371 1.503 1.234 0.0 0.1 0.0
H -2.004 -4.974 -3.915 0.0 0.0 -0.2
P 0.400 -0.572 3.610 -0.4 -0.2 1.9
N -1.204 -2.737 -2.543 0.6 0.5 0.0
H -1.717 5.341 -0.316 0.0 0.1 -0.1
N 3.355 1.102 -1.408 -0.7 0.0 -0.3
S -2.002 -0.800 -0.785 -0.1 0.2 0.7
H -1.635 2.147 1.719 -0.1 0.0 0.0
H -2.989 3.040 2.414 -0.1 0.1 0.1
O 0.267 -0.156 5.011 0.0 0.0 -0.1
S 1.921 -1.195 -1.042 -0.3 -0.2 0.7
O -1.103 -0.682 2.877 1.0 0.4 0.0
C -0.340 -2.848 -3.605 0.4 0.1 -0.5
```
Positions in Å, forces in eV/Å.

## Properties
calculated total energy	-4730.80685	Eh
multiplicity	6
HOMO level (alpha / beta)	-4.72 / -5.19	eV
⟨S²⟩	8.7537
orbital gap (alpha / beta)	7.12 / 7.59	eV
net charge	-1

***

No. 2
The following is a DFT calculation (the ωB97M-V functional and the def2-TZVPD basis) of a cluster of 2 separate species, C6H10N in total at a distorted geometry.

Structure (XYZ):
```
17
Properties=species:S:1:pos:R:3:forces:R:3
H 1.803 0.823 0.483 0.1 -0.1 -0.1
H -1.345 -1.194 -0.819 0.3 -0.3 0.1
C 1.033 0.234 0.979 -0.5 1.1 -0.1
H -1.890 1.599 -3.279 0.0 0.0 -0.6
N 2.387 -2.097 1.307 0.0 0.1 0.1
H -1.807 3.162 -0.521 0.0 0.5 0.2
C -0.087 0.017 0.237 -0.1 0.3 -0.2
H 3.365 -1.880 1.146 0.0 -0.1 0.0
C -1.955 1.636 -2.222 0.2 0.4 1.7
H -3.148 0.409 -0.769 0.0 0.0 0.1
H 2.284 -2.429 2.261 0.0 -0.1 0.0
H 2.106 -2.839 0.674 0.1 -0.1 0.0
H 1.581 -0.851 1.089 0.3 -0.9 0.0
C -1.915 2.268 -1.083 -0.1 -1.0 -1.2
C -2.160 0.800 -0.991 0.0 0.5 0.0
H 0.855 0.524 2.012 0.0 -0.1 0.1
C -1.109 -0.182 -0.502 -0.2 -0.4 -0.2
```
Positions in Å, forces in eV/Å.

## Properties
calculated total energy	-288.94535	Eh
HOMO level	-13.54	eV
orbital gap	8.85	eV
net charge	+1

***

No. 3
The following is a DFT calculation (the ωB97M-V functional and the def2-TZVPD basis) of a structure of composition C14H20CdN2O at a distorted geometry.

Structure (XYZ):
```
38
Properties=species:S:1:pos:R:3:forces:R:3
H -0.481 0.658 3.687 0.0 -0.1 -0.1
H 3.772 1.994 -3.348 -0.4 0.0 0.2
H -2.373 0.716 -2.536 0.2 0.3 -0.2
C 0.800 -3.681 0.084 0.3 0.5 -0.1
H 1.038 0.279 2.811 0.1 0.1 0.4
C 1.865 2.701 -2.550 -0.2 -0.2 0.1
H -3.791 -0.643 0.055 0.0 -1.2 1.2
H -1.826 2.897 1.716 0.0 -0.4 -0.1
N 0.512 1.052 -1.461 0.0 -0.2 0.5
C 1.458 0.124 -1.645 0.6 1.1 -1.0
C 0.010 -0.062 3.007 0.0 -0.2 -0.4
H 2.817 -4.225 -0.541 -0.4 0.4 0.0
H -0.074 3.022 -1.630 0.1 -0.2 -0.1
C 2.266 -2.198 -1.095 -0.2 0.3 0.1
C -3.027 -1.074 0.754 -2.0 -1.0 -0.5
H -0.213 2.462 0.975 -0.3 0.0 0.0
H -1.451 3.427 0.046 0.0 -0.2 0.0
C -2.838 1.162 -1.675 -0.3 -0.5 1.1
H -2.854 2.220 -1.466 -0.4 0.1 -0.7
H 3.220 -1.956 -1.553 -0.1 -0.2 0.3
H 1.958 3.734 -2.872 0.1 -0.2 0.0
H 0.044 -1.053 3.478 0.3 0.2 0.7
H -2.608 -2.032 0.451 -0.4 0.4 0.2
H 0.531 -4.617 0.558 0.3 0.0 0.0
C 2.854 1.747 -2.802 -0.3 -0.3 0.2
C 2.041 -3.447 -0.523 -0.4 -0.1 0.0
H -3.092 -0.857 1.821 -0.1 -0.2 -0.4
O -0.599 -0.299 1.797 -1.0 0.2 -1.5
H -1.054 -2.778 0.639 0.0 0.0 -0.2
H -3.632 0.559 -1.255 -1.0 0.6 -1.0
C -1.274 2.660 0.803 0.2 0.6 -0.1
N 0.038 -1.520 -0.586 0.1 0.9 0.2
C 0.708 2.303 -1.868 0.7 -0.3 -0.4
H 3.367 -0.342 -2.533 0.0 0.3 -0.1
C -0.142 -2.650 0.075 0.7 -0.7 -0.4
C 2.644 0.443 -2.345 -0.4 0.2 0.2
C 1.241 -1.230 -1.097 -0.2 -1.5 0.2
Cd -1.854 0.503 0.087 4.4 1.4 1.7
```
Positions in Å, forces in eV/Å.

## Properties
calculated total energy	-897.68328	Eh
HOMO level (alpha / beta)	-7.44 / -7.50	eV
orbital gap (alpha / beta)	6.30 / 6.43	eV
net charge	0

***

No. 4
The following is a DFT calculation (the ωB97M-V functional and the def2-TZVPD basis) of a structure of composition C15H12InN3O4STe4 at a distorted geometry.

Structure (XYZ):
```
40
Properties=species:S:1:pos:R:3:forces:R:3
C 1.837 0.969 1.541 0.1 -1.2 1.9
C -0.959 1.898 -5.761 -1.2 -0.3 -0.7
H 0.527 1.592 -4.260 -0.1 0.3 0.0
S -3.651 -0.828 2.139 1.1 1.6 0.0
In -1.084 0.078 0.554 -0.3 -0.8 1.3
N 0.420 1.328 -0.359 2.7 -0.2 1.4
H 2.815 -0.850 4.896 -0.3 0.9 -0.6
N 0.241 1.571 -1.676 -1.2 0.8 -1.5
H 2.262 2.377 -0.091 -0.2 -0.9 -0.4
Te 1.784 -8.005 -1.692 -0.1 0.6 0.2
H -1.379 0.572 4.808 0.4 0.1 -0.1
C 1.369 0.440 3.846 0.9 -0.4 0.6
H -0.227 2.175 -6.498 0.1 0.1 -0.4
C -1.420 1.387 -3.446 -0.7 -0.3 -2.3
C -0.469 0.188 5.284 -0.3 -1.1 0.7
H 3.848 0.499 0.948 -0.1 0.1 0.4
H -3.460 0.902 -2.954 0.4 0.1 -0.6
N -2.932 0.374 1.603 -1.7 -1.0 -0.3
C 1.562 1.605 0.282 -2.6 0.0 -1.7
H 4.517 -0.578 3.069 -0.7 0.1 -0.1
C -2.776 1.172 -3.774 0.1 -0.1 0.4
C -0.983 1.185 -2.095 0.8 0.1 2.8
Te 3.750 -9.369 -0.530 0.6 -1.2 0.0
O 0.719 0.906 4.976 -0.4 -1.2 -0.3
O -0.446 1.023 2.462 1.1 0.2 -0.4
H -0.570 0.203 6.377 -0.1 0.3 -0.1
C -0.534 1.632 -4.491 0.8 0.1 1.0
O -2.844 -1.990 2.513 -0.3 -0.6 0.1
C 3.142 0.447 1.783 -0.5 1.1 -0.9
H -2.689 1.966 -7.084 0.1 -0.3 0.1
C 3.503 -0.154 2.966 1.1 -1.0 -0.9
C 0.830 0.779 2.590 0.5 0.9 -1.0
C -2.318 1.719 -6.091 0.5 0.2 0.6
O -1.889 0.662 -1.340 0.4 0.2 0.1
H -0.373 -0.897 5.044 0.0 0.7 -0.2
Te 3.151 -6.453 0.159 -0.5 0.5 -0.2
Te -0.419 -2.540 0.844 0.1 0.1 -0.2
H -4.228 1.018 -5.417 0.6 0.3 0.6
C -3.200 1.277 -5.096 -0.2 0.2 -0.6
C 2.573 -0.280 3.971 -0.9 1.0 1.3
```
Positions in Å, forces in eV/Å.

## Properties
calculated total energy	-2704.45717	Eh
HOMO level (alpha / beta)	-1.52 / -0.71	eV
orbital gap (alpha / beta)	5.24 / 4.40	eV
net charge	-2